(1)
Below is the molecule C4H10N4, with properties calculated with ωB97M-V with the def2-TZVPD basis set.

* frontier orbital gap: 8.97 eV
* LUMO: 0.914 eV

Geometry as ORCA input:
```
! wB97M-V def2-TZVPD RIJCOSX def2/J DEFGRID3
* xyz 0 1
N -0.176 -0.336 -0.075
N -0.364 -1.720 -0.307
N 1.507 -1.207 1.283
N 1.695 1.005 0.256
C 1.275 -0.149 0.597
C -0.878 1.388 -1.691
C -1.114 0.220 0.900
C -0.156 0.342 -1.345
H -2.137 0.161 0.525
H -1.561 1.895 -1.035
H -1.307 -1.999 -0.055
H -1.017 -0.351 1.823
H -0.780 1.798 -2.680
H -0.841 1.256 1.095
H 2.414 -1.240 1.724
H 0.528 -0.142 -2.023
H 0.321 -2.165 0.341
H 2.591 1.245 0.664
*
```

=====

(2)
Below is a structure of composition C4H10N4, with properties calculated with ωB97M-V with the def2-TZVPD basis set.

* frontier orbital gap: 8.69 eV
* LUMO: -0.116 eV

Geometry as ORCA input:
```
! wB97M-V def2-TZVPD RIJCOSX def2/J DEFGRID3
* xyz 0 1
N -1.831 0.430 -0.778
N -2.885 1.148 0.203
N 1.551 1.936 -0.173
N 2.463 0.810 0.026
C 0.723 -1.276 0.269
C 1.991 -0.414 0.012
C -1.352 -0.740 -0.020
C -0.258 -1.201 -0.838
H -1.890 -1.138 1.447
H 2.763 -1.202 0.228
H -2.870 0.985 1.523
H -0.397 -2.336 -1.095
H 0.704 1.827 -0.803
H 0.104 -0.565 -1.717
H 1.106 -2.287 0.739
H -2.362 2.190 0.259
H 0.236 -1.011 1.192
H 2.202 2.846 -0.472
*
```

=====

(3)
Below is a cluster of 2 separate species, C4H10N4 in total, with properties calculated with ωB97M-V with the def2-TZVPD basis set.

* frontier orbital gap: 9.31 eV
* LUMO: 0.741 eV

Geometry as ORCA input:
```
! wB97M-V def2-TZVPD RIJCOSX def2/J DEFGRID3
* xyz 0 1
N 2.270 -0.372 -0.619
N 2.077 -1.415 0.245
N -1.038 -0.441 0.011
N -3.357 0.031 -0.186
C -0.587 1.005 0.170
C 0.900 1.220 0.586
C -2.360 -0.888 -0.031
C 1.910 0.842 -0.422
H 2.019 1.400 -1.459
H 2.019 -0.864 1.112
H 3.044 -1.820 0.313
H -0.750 1.648 -0.707
H 1.084 0.594 1.479
H -2.734 1.005 -0.935
H -2.856 -2.051 0.223
H -1.288 1.291 0.909
H -0.289 -1.135 0.242
H 0.903 2.229 0.853
*
```